Here is C32H72F14N6O20S6Sn as an isolated structure in a non-equilibrium geometry from the OMol25 dataset. Energies are from ωB97M-V/def2-TZVPD.

Last column: Mulliken spin population.
Positions of all 151 atoms, in Å:
Sn (-3.90, 4.43, 0.95)  0.00
N (-2.28, 2.16, 0.20)  0.00
S (-2.12, 1.32, -1.06)  0.00
O (-2.94, 0.15, -1.27)  0.00
O (-0.75, 1.14, -1.58)  0.00
F (-2.83, 2.46, -1.96)  0.00
S (-1.14, 1.33, 1.16)  0.00
O (0.24, 1.71, 1.10)  0.00
O (-1.53, -0.04, 1.50)  0.00
F (-1.60, 2.03, 2.56)  0.00
C (6.04, -1.34, -0.87)  0.00
F (6.77, -0.24, -0.50)  0.00
F (6.21, -1.68, -2.18)  0.00
F (6.31, -2.37, 0.00)  0.00
S (4.09, -1.04, -0.88)  0.00
O (4.03, 0.42, -1.04)  0.00
O (3.54, -1.83, -1.97)  0.00
N (3.74, -1.42, 0.82)  0.00
S (2.18, -1.77, 0.63)  0.00
O (1.46, -0.74, -0.08)  0.00
O (1.95, -3.17, 0.20)  0.00
C (1.47, -1.57, 2.46)  0.00
F (1.31, -0.29, 2.86)  0.00
F (0.25, -2.16, 2.62)  0.00
F (2.42, -2.19, 3.21)  0.00
C (5.80, -2.22, 4.57)  0.00
O (5.62, -0.88, 4.40)  0.00
C (6.57, -0.32, 3.48)  0.00
C (5.86, 0.90, 2.90)  0.00
N (4.37, 0.65, 2.69)  0.00
H (4.20, -0.16, 2.11)  0.00
H (3.97, 0.44, 3.59)  0.00
C (3.45, 1.66, 1.88)  0.00
C (2.91, 2.74, 2.76)  0.00
O (3.92, 3.17, 3.69)  0.00
C (3.61, 4.51, 4.24)  0.00
H (6.07, -2.77, 3.67)  0.00
H (4.83, -2.59, 4.89)  0.00
H (6.61, -2.42, 5.28)  0.00
H (6.84, -0.93, 2.62)  0.00
H (7.54, -0.14, 3.95)  0.00
H (6.22, 1.27, 1.94)  0.00
H (5.92, 1.74, 3.60)  0.00
H (2.65, 1.14, 1.35)  0.00
H (4.09, 2.04, 1.08)  0.00
H (2.00, 2.40, 3.27)  0.00
H (2.61, 3.61, 2.19)  0.00
H (2.58, 4.74, 4.50)  0.00
H (3.88, 5.22, 3.46)  0.00
H (4.05, 4.76, 5.20)  0.00
C (2.00, 8.96, -2.33)  0.00
O (1.82, 7.63, -1.83)  0.00
C (2.71, 7.35, -0.77)  0.00
C (2.76, 5.90, -0.29)  0.00
N (1.29, 5.41, -0.34)  0.00
H (0.95, 5.51, 0.61)  0.00
H (0.89, 6.13, -0.93)  0.00
C (1.07, 3.94, -0.84)  0.00
C (1.08, 3.82, -2.38)  0.00
O (2.33, 4.00, -3.09)  0.00
C (3.12, 2.87, -3.15)  0.00
H (1.21, 9.17, -3.05)  0.00
H (2.95, 9.17, -2.81)  0.00
H (1.83, 9.71, -1.55)  0.00
H (2.52, 7.93, 0.13)  0.00
H (3.71, 7.59, -1.16)  0.00
H (3.33, 5.82, 0.63)  0.00
H (3.22, 5.27, -1.05)  0.00
H (0.17, 3.67, -0.29)  0.00
H (1.68, 3.19, -0.32)  0.00
H (0.33, 4.54, -2.70)  0.00
H (0.53, 2.91, -2.64)  0.00
H (3.97, 2.92, -3.83)  0.00
H (2.51, 2.08, -3.60)  0.00
H (3.43, 2.54, -2.16)  0.00
C (2.18, -1.00, -4.56)  0.00
C (1.30, -1.70, -5.56)  0.00
N (1.35, -3.24, -5.39)  0.00
C (0.25, -3.79, -6.41)  0.00
C (2.74, -3.68, -5.92)  0.00
C (3.16, -5.13, -5.67)  0.00
C (1.15, -3.74, -3.94)  0.00
C (-0.08, -3.11, -3.16)  0.00
O (-1.32, -3.40, -3.79)  0.00
C (-2.44, -2.73, -3.20)  0.00
H (2.35, 0.03, -4.87)  0.00
H (3.21, -1.32, -4.41)  0.00
H (1.90, -1.02, -3.51)  0.00
H (1.60, -1.45, -6.58)  0.00
H (0.31, -1.26, -5.56)  0.00
H (0.52, -3.51, -7.43)  0.00
H (-0.72, -3.46, -6.05)  0.00
H (0.39, -4.86, -6.28)  0.00
H (3.52, -3.11, -5.41)  0.00
H (2.88, -3.44, -6.97)  0.00
H (2.42, -5.91, -5.87)  0.00
H (3.61, -5.33, -4.70)  0.00
H (3.83, -5.48, -6.45)  0.00
H (2.01, -3.62, -3.29)  0.00
H (1.03, -4.82, -4.07)  0.00
H (0.00, -2.03, -3.03)  0.00
H (-0.21, -3.48, -2.15)  0.00
H (-2.26, -1.66, -3.33)  0.00
H (-2.67, -3.09, -2.20)  0.00
H (-3.33, -3.14, -3.68)  0.00
C (-3.51, -5.89, 0.53)  0.00
C (-3.93, -4.46, 0.49)  0.00
N (-4.05, -3.75, 1.90)  0.00
C (-2.86, -4.18, 2.82)  0.00
C (-3.74, -2.23, 1.74)  0.00
C (-4.80, -1.45, 1.01)  0.00
C (-5.44, -4.03, 2.57)  0.00
C (-5.79, -3.30, 3.97)  0.00
O (-4.80, -3.31, 4.98)  0.00
C (-5.11, -2.62, 6.14)  0.00
H (-2.48, -6.07, 0.83)  0.00
H (-3.58, -6.55, -0.33)  0.00
H (-4.09, -6.35, 1.32)  0.00
H (-4.92, -4.41, 0.04)  0.00
H (-3.25, -3.95, -0.19)  0.00
H (-1.92, -4.14, 2.27)  0.00
H (-3.10, -5.16, 3.24)  0.00
H (-2.82, -3.44, 3.63)  0.00
H (-2.77, -2.03, 1.30)  0.00
H (-3.77, -1.78, 2.74)  0.00
H (-4.89, -1.71, -0.04)  0.00
H (-4.59, -0.39, 1.13)  0.00
H (-5.79, -1.43, 1.47)  0.00
H (-5.36, -5.11, 2.66)  0.00
H (-6.13, -3.81, 1.76)  0.00
H (-6.71, -3.77, 4.31)  0.00
H (-5.94, -2.27, 3.62)  0.00
H (-6.18, -2.68, 6.32)  0.00
H (-4.70, -1.64, 5.91)  0.00
H (-4.63, -3.04, 7.03)  0.00
C (-4.93, 1.00, 4.77)  0.00
F (-3.64, 0.98, 4.43)  0.00
F (-5.53, -0.03, 4.22)  0.00
F (-4.91, 1.02, 6.06)  0.00
S (-5.64, 2.63, 3.93)  0.00
O (-4.57, 3.62, 3.95)  0.00
O (-5.80, 2.12, 2.56)  0.00
O (-6.74, 2.92, 4.79)  0.00
C (-6.57, 2.17, -2.72)  -0.01
F (-6.26, 1.02, -2.07)  0.00
F (-5.43, 2.73, -3.17)  0.00
F (-7.34, 1.83, -3.74)  0.00
S (-7.37, 3.41, -1.54)  -0.11
O (-6.39, 3.90, -0.58)  0.15
O (-8.00, 4.51, -2.33)  0.46
O (-8.38, 2.67, -0.78)  0.52

The value obtained for the highest occupied orbital energy (alpha / beta) is -15.2 / -15.2 eV. As for the spin multiplicity: 2. As for the HOMO-LUMO gap (alpha / beta): 5.08 / 4.24 eV. Its charge is +3.

***

Here is a 4-piece molecular cluster, C32H72FNO8S overall from the OMol25 dataset. Energies are from ωB97M-V/def2-TZVPD.

Last column: Löwdin charge in e.
Positions of all 115 atoms, in Å:
C (0.07, -1.01, 2.96)  -0.09
C (-0.04, -0.08, 1.76)  -0.25
C (-1.01, 1.08, 1.99)  -0.21
C (-2.47, 0.81, 1.60)  -0.19
C (-2.69, 0.42, 0.14)  -0.22
C (-2.59, 1.61, -0.81)  -0.20
C (-2.24, 1.26, -2.27)  -0.20
C (-0.77, 1.46, -2.62)  -0.21
C (0.14, 0.73, -1.64)  -0.21
C (1.63, 0.84, -1.97)  -0.19
C (2.40, -0.50, -1.99)  -0.20
C (2.91, -0.92, -0.60)  -0.19
C (2.68, -2.40, -0.19)  -0.18
C (1.26, -2.97, -0.44)  -0.20
C (1.32, -4.19, -1.38)  -0.21
C (0.01, -4.95, -1.60)  -0.22
C (-1.05, -4.20, -2.39)  -0.22
C (-2.39, -4.94, -2.44)  -0.21
C (-3.58, -4.06, -2.80)  -0.20
C (-4.11, -3.13, -1.74)  -0.21
N (-4.53, -3.80, -0.47)  -0.10
S (-3.48, -3.95, 0.77)  0.57
O (-4.18, -3.69, 1.98)  -0.24
O (-2.21, -3.41, 0.47)  -0.24
F (-3.27, -5.51, 0.75)  -0.15
H (0.54, -0.49, 3.80)  0.07
H (-0.92, -1.34, 3.29)  0.08
H (0.67, -1.89, 2.74)  0.05
H (-0.32, -0.66, 0.87)  0.08
H (0.95, 0.33, 1.55)  0.10
H (-0.66, 1.98, 1.49)  0.08
H (-1.00, 1.31, 3.06)  0.11
H (-3.04, 1.72, 1.77)  0.11
H (-2.90, 0.06, 2.26)  0.11
H (-3.70, 0.02, 0.05)  0.11
H (-2.02, -0.38, -0.17)  0.08
H (-1.86, 2.33, -0.44)  0.10
H (-3.57, 2.09, -0.81)  0.11
H (-2.49, 0.21, -2.49)  0.11
H (-2.86, 1.88, -2.92)  0.09
H (-0.51, 2.52, -2.65)  0.11
H (-0.59, 1.05, -3.62)  0.12
H (-0.16, -0.32, -1.59)  0.10
H (-0.03, 1.15, -0.64)  0.09
H (2.10, 1.47, -1.20)  0.11
H (1.75, 1.34, -2.93)  0.10
H (1.76, -1.28, -2.41)  0.10
H (3.25, -0.40, -2.68)  0.10
H (2.48, -0.26, 0.16)  0.08
H (3.99, -0.75, -0.57)  0.11
H (3.41, -3.04, -0.69)  0.11
H (2.88, -2.47, 0.88)  0.08
H (0.60, -2.21, -0.86)  0.07
H (0.80, -3.29, 0.50)  0.10
H (1.71, -3.87, -2.35)  0.11
H (2.05, -4.89, -0.95)  0.11
H (-0.41, -5.23, -0.63)  0.11
H (0.23, -5.88, -2.14)  0.11
H (-1.19, -3.20, -1.97)  0.09
H (-0.69, -4.06, -3.42)  0.12
H (-2.56, -5.47, -1.50)  0.09
H (-2.32, -5.72, -3.20)  0.12
H (-4.40, -4.67, -3.18)  0.11
H (-3.26, -3.42, -3.63)  0.12
H (-3.42, -2.30, -1.54)  0.10
H (-5.03, -2.68, -2.12)  0.12
H (-5.31, -3.30, -0.05)  0.11
C (-2.87, 5.83, -2.04)  -0.11
O (-2.03, 5.03, -2.86)  -0.20
C (-2.59, 4.74, -4.13)  -0.21
C (-1.98, 5.59, -5.22)  -0.20
O (-2.32, 6.96, -5.07)  -0.19
C (-1.28, 7.74, -4.51)  -0.11
H (-2.28, 6.12, -1.17)  0.08
H (-3.21, 6.72, -2.56)  0.09
H (-3.74, 5.26, -1.70)  0.09
H (-3.67, 4.87, -4.11)  0.13
H (-2.38, 3.69, -4.34)  0.11
H (-2.37, 5.26, -6.19)  0.13
H (-0.89, 5.46, -5.23)  0.13
H (-0.44, 7.85, -5.21)  0.09
H (-0.91, 7.31, -3.58)  0.08
H (-1.69, 8.73, -4.31)  0.09
C (2.19, 6.52, 3.47)  -0.11
O (0.80, 6.70, 3.28)  -0.19
C (0.25, 5.88, 2.27)  -0.20
C (-0.49, 4.69, 2.86)  -0.21
O (0.39, 3.80, 3.52)  -0.20
C (0.36, 3.90, 4.93)  -0.11
H (2.48, 7.08, 4.35)  0.09
H (2.44, 5.46, 3.62)  0.08
H (2.76, 6.89, 2.61)  0.09
H (1.03, 5.53, 1.59)  0.13
H (-0.46, 6.48, 1.70)  0.12
H (-0.98, 4.15, 2.04)  0.11
H (-1.27, 5.04, 3.54)  0.13
H (-0.59, 3.53, 5.33)  0.09
H (0.51, 4.93, 5.26)  0.08
H (1.16, 3.28, 5.31)  0.09
C (4.38, -6.99, 3.45)  -0.11
O (5.54, -6.26, 3.79)  -0.19
C (6.15, -5.61, 2.69)  -0.21
C (5.82, -4.13, 2.66)  -0.20
O (4.44, -3.90, 2.43)  -0.20
C (3.71, -3.56, 3.59)  -0.11
H (3.92, -7.32, 4.39)  0.09
H (3.66, -6.37, 2.90)  0.08
H (4.62, -7.87, 2.85)  0.09
H (5.83, -6.07, 1.75)  0.13
H (7.23, -5.73, 2.78)  0.12
H (6.38, -3.66, 1.85)  0.13
H (6.13, -3.67, 3.61)  0.13
H (3.98, -2.56, 3.95)  0.09
H (3.87, -4.28, 4.39)  0.09
H (2.66, -3.56, 3.31)  0.08

The value obtained for the highest occupied orbital energy is -9.2 eV. As for the spin multiplicity: 1. The SMILES is CCCCCCCCCCCCCCCCCCCCNS(=O)(=O)F.COCCOC.COCCOC.COCCOC. As for the HOMO-LUMO gap: 9.72 eV. Its charge is 0.

***

Here is a 7-piece molecular cluster, C32H72O21 overall in a non-equilibrium geometry from the OMol25 dataset. Energies are from ωB97M-V/def2-TZVPD.

Last column: Löwdin charge in e.
Positions of all 125 atoms, in Å:
O (0.84, -2.42, -7.61)  0.04
C (-0.14, -2.85, -8.41)  -0.95
O (-1.29, -3.07, -7.91)  -0.13
O (0.07, -3.20, -9.53)  -0.05
H (0.52, -2.35, -6.71)  0.09
O (-1.85, -3.79, -2.59)  0.04
C (-0.98, -2.92, -2.04)  -0.94
O (-0.51, -2.01, -2.74)  -0.08
O (-0.72, -2.95, -0.83)  -0.10
H (-1.89, -3.41, -3.47)  0.08
C (-4.81, 4.67, 0.15)  -0.11
O (-4.39, 5.41, 1.29)  -0.18
C (-4.93, 6.75, 1.25)  -0.18
C (-5.06, 7.45, 2.62)  -0.21
O (-5.71, 8.68, 2.44)  -0.17
C (-5.72, 9.51, 3.63)  -0.13
C (-6.69, 10.75, 3.25)  -0.19
O (-6.17, 11.46, 2.15)  -0.17
C (-6.88, 12.63, 1.83)  -0.12
H (-5.83, 4.84, -0.22)  0.08
H (-4.88, 3.66, 0.55)  0.09
H (-4.03, 4.67, -0.61)  0.09
H (-5.90, 6.80, 0.74)  0.11
H (-4.28, 7.39, 0.65)  0.12
H (-4.03, 7.70, 2.90)  0.12
H (-5.50, 6.90, 3.45)  0.12
H (-4.69, 9.85, 3.71)  0.12
H (-5.95, 8.88, 4.49)  0.12
H (-6.83, 11.31, 4.17)  0.11
H (-7.67, 10.31, 3.03)  0.12
H (-7.95, 12.48, 1.73)  0.09
H (-6.52, 13.10, 0.92)  0.08
H (-6.60, 13.42, 2.53)  0.08
C (0.64, -7.77, 4.28)  -0.11
O (1.82, -8.46, 4.71)  -0.17
C (2.93, -7.55, 4.72)  -0.22
C (4.23, -8.24, 4.92)  -0.17
O (5.30, -7.36, 5.43)  -0.15
C (6.37, -8.05, 6.15)  -0.17
C (7.38, -7.00, 6.65)  -0.19
O (6.84, -6.12, 7.66)  -0.18
C (7.88, -5.50, 8.39)  -0.13
H (-0.27, -8.36, 4.29)  0.08
H (0.77, -7.46, 3.24)  0.09
H (0.47, -6.85, 4.85)  0.09
H (2.93, -6.75, 5.46)  0.13
H (2.99, -7.06, 3.75)  0.13
H (4.58, -8.72, 4.01)  0.13
H (4.12, -9.02, 5.67)  0.12
H (6.76, -8.85, 5.53)  0.12
H (5.96, -8.59, 7.00)  0.12
H (7.74, -6.42, 5.80)  0.12
H (8.25, -7.55, 7.01)  0.11
H (7.47, -4.74, 9.06)  0.09
H (8.58, -5.00, 7.72)  0.08
H (8.38, -6.23, 9.03)  0.08
C (-6.14, -0.24, -8.16)  -0.10
O (-7.32, -1.01, -8.23)  -0.17
C (-8.04, -0.93, -7.03)  -0.24
C (-7.86, -2.14, -6.18)  -0.19
O (-8.26, -3.30, -6.93)  -0.13
C (-8.29, -4.57, -6.24)  -0.15
C (-9.45, -4.70, -5.19)  -0.14
O (-10.75, -4.77, -5.92)  -0.22
C (-11.83, -5.26, -5.09)  -0.12
H (-5.61, -0.29, -7.20)  0.09
H (-6.37, 0.80, -8.40)  0.08
H (-5.42, -0.61, -8.89)  0.10
H (-9.09, -0.91, -7.32)  0.13
H (-7.79, 0.00, -6.51)  0.12
H (-8.47, -1.99, -5.29)  0.11
H (-6.82, -2.23, -5.85)  0.13
H (-7.35, -4.67, -5.70)  0.12
H (-8.33, -5.38, -6.97)  0.12
H (-9.57, -3.77, -4.64)  0.10
H (-9.34, -5.56, -4.53)  0.12
H (-11.87, -4.60, -4.23)  0.08
H (-11.70, -6.27, -4.71)  0.07
H (-12.77, -5.32, -5.65)  0.08
C (4.90, -1.90, -0.54)  -0.11
O (5.22, -0.69, -1.27)  -0.16
C (5.70, -1.05, -2.59)  -0.22
C (5.77, 0.17, -3.45)  -0.21
O (4.54, 0.89, -3.60)  -0.11
C (4.38, 1.77, -4.70)  -0.19
C (2.97, 2.38, -4.72)  -0.17
O (2.97, 3.18, -3.53)  -0.20
C (1.92, 4.14, -3.52)  -0.11
H (4.07, -2.44, -1.00)  0.09
H (4.51, -1.65, 0.44)  0.08
H (5.66, -2.64, -0.31)  0.07
H (5.18, -1.84, -3.14)  0.13
H (6.71, -1.42, -2.41)  0.12
H (6.16, -0.26, -4.37)  0.12
H (6.54, 0.80, -3.01)  0.12
H (4.59, 1.30, -5.66)  0.12
H (5.20, 2.48, -4.63)  0.12
H (2.08, 1.75, -4.70)  0.14
H (2.79, 2.95, -5.63)  0.11
H (2.00, 4.80, -2.66)  0.08
H (1.04, 3.50, -3.48)  0.09
H (1.77, 4.73, -4.43)  0.07
C (2.40, -0.04, 5.20)  -0.10
O (3.70, 0.40, 4.78)  -0.17
C (4.56, 0.86, 5.80)  -0.20
C (6.00, 0.97, 5.19)  -0.21
O (5.95, 1.87, 4.10)  -0.13
C (7.22, 1.95, 3.42)  -0.18
C (7.23, 3.22, 2.58)  -0.20
O (6.13, 3.28, 1.66)  -0.16
C (6.15, 4.54, 0.96)  -0.10
H (1.73, -0.14, 4.34)  0.09
H (1.90, 0.60, 5.92)  0.08
H (2.44, -1.03, 5.65)  0.08
H (4.50, 0.22, 6.68)  0.12
H (4.39, 1.88, 6.16)  0.12
H (6.32, -0.01, 4.82)  0.12
H (6.66, 1.31, 5.98)  0.12
H (7.42, 1.04, 2.85)  0.13
H (8.04, 1.94, 4.13)  0.11
H (8.13, 3.22, 1.96)  0.12
H (7.17, 4.04, 3.30)  0.12
H (5.18, 4.75, 0.49)  0.09
H (6.89, 4.42, 0.17)  0.08
H (6.48, 5.46, 1.45)  0.08

The value obtained for the energy above the lowest of the compared OMol25 structures with the same formula, charge and spin is 69.6 kcal/mol. The value obtained for the highest occupied orbital energy is -1.2 eV. As for the spin multiplicity: 1. As for the HOMO-LUMO gap: 3.95 eV. Its charge is -2.

***

In eV, the energy values for the records above are, in order, -193089.93173, -65771.48165, -77338.07541.